A molecular structure, C31H30Cr2N6O3 in a non-equilibrium geometry, computed with ωB97M-V/def2-TZVPD.

```
72
C31H30Cr2N6O3 (ωB97M-V/def2-TZVPD)
Cr -15.486 -24.052 5.288
Cr -15.888 -19.872 4.353
C -17.078 -22.030 5.197
O -17.653 -20.910 5.101
O -15.757 -21.915 4.942
O -17.484 -23.179 5.503
N -15.612 -24.478 3.175
C -14.604 -24.644 2.320
C -14.766 -25.023 0.985
C -16.063 -25.209 0.551
C -17.140 -24.970 1.407
C -16.876 -24.601 2.701
H -13.603 -24.483 2.703
H -13.909 -25.041 0.330
H -16.288 -25.558 -0.450
H -18.143 -25.230 1.099
H -17.699 -24.464 3.393
N -15.136 -19.225 6.325
C -15.652 -19.723 7.445
C -15.168 -19.409 8.710
C -14.078 -18.555 8.817
C -13.559 -17.976 7.664
C -14.140 -18.332 6.459
H -16.534 -20.354 7.430
H -15.652 -19.862 9.562
H -13.773 -18.274 9.818
H -12.723 -17.294 7.676
H -13.625 -18.058 5.544
N -15.320 -23.823 7.486
C -14.301 -23.126 8.011
C -14.219 -22.859 9.370
C -15.303 -23.174 10.165
C -16.402 -23.821 9.620
C -16.351 -24.147 8.273
H -13.521 -22.831 7.321
H -13.353 -22.368 9.789
H -15.340 -22.930 11.220
H -17.378 -23.947 10.067
H -17.191 -24.697 7.868
N -16.602 -20.188 2.167
C -15.916 -19.616 1.162
C -16.130 -19.901 -0.174
C -17.012 -20.918 -0.520
C -17.677 -21.557 0.517
C -17.416 -21.195 1.829
H -15.318 -18.744 1.400
H -15.696 -19.294 -0.957
H -17.247 -21.189 -1.540
H -18.395 -22.345 0.332
H -17.901 -21.742 2.628
N -21.232 -26.127 3.001
C -21.626 -25.629 1.833
C -21.444 -24.299 1.473
C -20.762 -23.460 2.326
C -20.429 -23.952 3.584
C -20.719 -25.265 3.899
H -22.063 -26.359 1.163
H -21.775 -23.922 0.513
H -20.468 -22.462 2.024
H -19.908 -23.335 4.309
H -20.370 -25.697 4.828
N -16.666 -17.842 4.120
C -16.122 -16.765 3.534
C -16.679 -15.502 3.585
C -17.956 -15.390 4.137
C -18.578 -16.513 4.668
C -17.877 -17.703 4.681
H -15.147 -16.933 3.090
H -16.228 -14.695 3.027
H -18.429 -14.417 4.112
H -19.607 -16.383 4.971
H -18.434 -18.607 4.910
```

relative energy (zero: lowest compared OMol25 entry of this formula, charge and spin) = 0.000 eV
charge = +2
spin multiplicity = 9
calculated total energy = -3842.13594 Ha
frontier orbital gap (alpha / beta) = 7.3 / 7.8 eV